Record 1
Formula: C23H37BBr10Cl2N2O4S
Source: OMol25
Level of theory: ωB97M-V with the def2-TZVPD basis set

Calculated values
- SMILES: CCCCOc1c([C@H](Cl)[C@H](C)Cl)c(OB(O)O)cc2nsnc12.BrCCBr.BrCCBr.BrCCBr.BrCCBr.BrCCBr
- Frontier orbital gap: 0.2626 Ha
- E_HOMO: -8.5 eV

Structure (ORCA input):
```
! wB97M-V def2-TZVPD RIJCOSX def2/J DEFGRID3
* xyz 0 1
C -2.84086 -3.83571 0.52084
C -1.60231 -4.85699 0.39354
C -0.54887 -4.64876 1.58698
C 0.33889 -3.28421 1.43125
O 0.71770 -3.20954 0.02540
C 0.89801 -1.86773 -0.41791
C 2.35203 -1.27457 -0.36505
C 3.50374 -2.22968 0.19120
Cl 4.85171 -1.37973 1.09081
C 4.02687 -3.23341 -0.99745
C 3.73973 -4.78720 -0.60044
Cl 5.77942 -2.89837 -1.40731
C 2.52594 0.19062 -0.90552
O 3.81737 0.80622 -0.93842
B 3.70557 1.90233 0.04035
O 3.22645 3.21711 -0.27154
O 4.04901 1.65722 1.43553
C 1.33789 1.02350 -1.46644
C -0.13011 0.47696 -1.49990
N -1.35936 1.07471 -1.93064
S -2.60738 -0.07411 -1.72651
N -1.67040 -1.35048 -1.09844
C -0.28210 -1.00097 -0.96237
H -3.68649 -4.25905 1.16136
H -2.43037 -2.85113 0.93016
H -3.21670 -3.62197 -0.54231
H -2.02860 -5.92910 0.51973
H -1.15227 -4.82429 -0.65500
H 0.19865 -5.51768 1.60194
H -1.06282 -4.56997 2.60932
H 1.27632 -3.40794 2.10363
H -0.20444 -2.35537 1.82403
H 2.99706 -2.93145 0.95895
H 3.31272 -3.02321 -1.88433
H 4.60057 -5.48439 -0.91500
H 3.61311 -4.93423 0.53254
H 2.75582 -5.17412 -1.07403
H 3.26446 3.41421 -1.23259
H 5.02710 1.55235 1.47259
H 1.49064 2.09366 -1.86838
Br 0.96878 6.56058 0.70768
C 2.87459 6.26728 0.41957
C 3.69097 7.42383 0.94089
Br 3.60378 8.95260 -0.26563
H 3.01127 6.08667 -0.64614
H 3.10668 5.35419 0.97041
H 4.74849 7.15708 0.98549
H 3.36705 7.77323 1.92134
Br -3.98360 2.91522 -4.02865
C -2.99383 4.01458 -2.75827
C -2.48788 5.27948 -3.40604
Br -0.93100 4.92624 -4.52459
H -2.19947 3.38998 -2.34902
H -3.71017 4.24814 -1.96763
H -2.14025 5.98506 -2.64913
H -3.22996 5.76766 -4.03812
Br -3.29989 -2.12935 -5.36693
C -3.38760 -0.53317 -6.48330
C -2.01337 -0.10422 -6.93474
Br -1.04545 0.78509 -5.49679
H -3.91061 0.22981 -5.90705
H -4.00121 -0.81986 -7.33997
H -2.08596 0.63864 -7.73133
H -1.39133 -0.93321 -7.27280
Br -2.80114 -1.84891 4.42558
C -4.37403 -0.88017 3.80159
C -4.61933 -1.13182 2.33502
Br -3.37699 -0.11532 1.22981
H -4.21706 0.17146 4.03998
H -5.20136 -1.26431 4.40212
H -5.61159 -0.78121 2.04486
H -4.51252 -2.17978 2.05340
Br -0.93938 0.36078 8.12736
C 0.58554 0.56885 6.93044
C 0.43453 -0.28713 5.69746
Br 0.81825 -2.15896 6.08436
H 1.47897 0.33820 7.51011
H 0.59400 1.62769 6.66368
H 1.16428 0.00158 4.93848
H -0.56590 -0.25001 5.26592
*
```

Mulliken population analysis, charges in e, atoms 1 to 5: number 1, C, carries -0.43; number 2, C, carries -0.48; number 3, C, carries -0.82; number 4, C, carries -0.31; number 5, O, carries -0.36

---

Record 2
Formula: C23H37CoF6N2O6S2Sb2
Source: OMol25
Level of theory: ωB97M-V with the def2-TZVPD basis set

Calculated values
- Energy above the lowest of the compared OMol25 structures with the same formula, charge and spin: 0.481 eV
- Frontier orbital gap (alpha / beta): 0.3297 / 0.2116 Ha
- E_HOMO (alpha / beta): -13.5 / -13.8 eV

Structure (ORCA input):
```
! wB97M-V def2-TZVPD RIJCOSX def2/J DEFGRID3
* xyz 2 5
Co 0.22495 -1.33926 -0.38347
C -0.12112 2.38803 5.16717
Sb -0.79984 1.93613 3.20344
C -2.89848 2.00702 3.56690
C -0.41290 3.98342 2.14832
C -1.68732 4.31235 1.57629
C -2.62635 5.00529 2.37863
C -3.88046 5.30421 1.91348
C -4.23806 4.90582 0.62198
C -3.32897 4.23964 -0.18701
C -2.04676 3.93141 0.25211
C -1.09221 3.28299 -0.69029
Sb -1.17131 1.10651 -0.95152
C -3.23348 0.78903 -0.53078
C -1.23185 1.20718 -3.08105
H -0.95796 2.68462 5.79588
H 0.62021 3.18446 5.12839
H 0.34647 1.49803 5.58488
H -3.11241 2.80567 4.27467
H -3.17828 1.05092 4.00642
H -3.45907 2.16872 2.64999
H 0.42229 3.77279 1.49359
H -0.13561 4.55014 3.03517
H -2.32767 5.30818 3.37566
H -4.58178 5.84840 2.53030
H -5.22419 5.13566 0.24103
H -3.61667 3.97605 -1.19780
H -0.05500 3.54159 -0.48810
H -1.31990 3.61540 -1.70316
H -3.85470 1.20930 -1.31977
H -3.49599 1.25885 0.41432
H -3.41299 -0.28136 -0.45402
H -2.20478 1.56582 -3.41324
H -1.04624 0.22053 -3.50203
H -0.46056 1.89230 -3.43208
F 4.22163 -0.71536 2.72435
C 3.74051 -1.80779 2.16646
F 3.73930 -2.80970 3.01582
F 4.44210 -2.11847 1.08610
S 2.00998 -1.47024 1.60124
O 2.01684 -0.27050 0.77959
O 1.56668 -2.61952 0.79633
N 1.23215 -1.31736 2.95100
S -0.32974 -1.56289 2.85093
O -0.83542 -1.30553 1.49712
O -1.00650 -0.88079 3.90976
C -0.59826 -3.40728 3.13277
F -1.50483 -3.55943 4.07226
F 0.53905 -3.97014 3.48799
F -1.02650 -3.94499 1.99636
C -0.62726 -4.33213 -1.67385
C -1.60389 -3.21812 -1.85273
C -2.83026 -3.44470 -2.65895
O -1.38994 -2.11187 -1.34940
H -1.07509 -5.30620 -1.85399
H -0.18090 -4.29499 -0.67882
H 0.17208 -4.18288 -2.40805
H -3.46095 -4.16754 -2.13372
H -2.56489 -3.90846 -3.61115
H -3.37912 -2.52101 -2.81733
O 1.22831 -1.40395 -2.07069
C 2.04278 -1.38280 -3.00596
C 2.62488 -0.10743 -3.52857
C 4.15293 -0.20110 -3.27418
C 4.56033 -1.03602 -2.03699
C 4.68321 -2.55907 -2.24954
C 3.35548 -3.28979 -2.45553
N 2.57789 -2.53437 -3.47022
H 2.17404 0.72014 -2.98286
H 2.40590 0.02486 -4.59026
H 4.53043 0.81449 -3.16183
H 4.64949 -0.60745 -4.15845
H 3.87687 -0.82173 -1.20730
H 5.53769 -0.68012 -1.71079
H 5.19678 -3.00450 -1.39572
H 5.32675 -2.73950 -3.11630
H 2.76554 -3.32065 -1.54019
H 3.50005 -4.31056 -2.80213
H 3.14290 -2.37837 -4.29688
*
```

Mulliken population analysis, charges in e, atoms 1 to 5: number 1, Co, carries 2.22; number 2, C, carries -1.28; number 3, Sb, carries 1.13; number 4, C, carries -1.32; number 5, C, carries -1.84

---

Record 3
Formula: C23H37IrN10O7P2
Source: OMol25
Level of theory: ωB97M-V with the def2-TZVPD basis set

Calculated values
- Energy above the lowest of the compared OMol25 structures with the same formula, charge and spin: 1.849 eV
- Frontier orbital gap (alpha / beta): 0.2863 / 0.0979 Ha
- E_HOMO (alpha / beta): -16.4 / -16.4 eV

Structure (ORCA input):
```
! wB97M-V def2-TZVPD RIJCOSX def2/J DEFGRID3
* xyz 3 6
Ir -1.00425 -0.61555 -0.63119
C 1.56048 2.98511 1.90258
N 1.08679 1.78288 2.55128
C -0.12637 1.86946 3.33683
P 1.48385 0.23598 2.09152
O 0.37729 -0.58518 1.54461
O 2.67363 0.41882 0.99824
P 2.44709 0.26685 -0.61763
O 1.05283 0.60836 -0.96057
N 3.56250 1.33124 -1.22256
C 3.51122 1.62834 -2.63324
C 4.66739 1.88870 -0.48434
N 2.88680 -1.27254 -1.03517
C 4.26554 -1.70762 -0.90767
C 1.92879 -2.35512 -0.99990
N 2.21697 -0.46623 3.40679
C 3.06957 0.29308 4.29002
C 2.44356 -1.89140 3.42397
H 1.37933 3.83565 2.55913
H 1.06035 3.17819 0.94895
H 2.63109 2.90930 1.72921
H -0.11751 2.78734 3.92400
H -0.16729 1.01627 4.01430
H -1.02373 1.86299 2.71051
H 2.67741 1.09705 -3.08662
H 4.44150 1.33456 -3.12748
H 3.38504 2.70287 -2.78873
H 4.61212 1.57815 0.55475
H 4.64553 2.98102 -0.54238
H 5.62399 1.56297 -0.90313
H 4.93891 -0.87170 -1.07471
H 4.47166 -2.47528 -1.65589
H 4.46144 -2.13668 0.08046
H 0.90209 -1.95343 -0.99006
H 2.07757 -2.97742 -0.11103
H 2.05240 -2.98308 -1.88465
H 2.82131 1.34819 4.23139
H 4.12515 0.16332 4.03268
H 2.93925 -0.05856 5.31646
H 1.90701 -2.36116 2.60396
H 2.09858 -2.31559 4.36960
H 3.50794 -2.12113 3.33941
O -5.77927 -4.21979 0.72455
C -5.05549 -4.00639 1.76669
O -5.31530 -4.36986 2.88559
C -3.76224 -3.23726 1.60625
C -2.82611 -3.05461 2.62218
N -1.82240 -2.33627 2.11151
N -2.04225 -2.02941 0.83479
C -3.21578 -2.55967 0.50088
C -3.71681 -2.31387 -0.91058
O -4.69775 -2.92591 -1.29741
O -3.03108 -1.45821 -1.53041
H -5.48428 -3.83703 -0.15441
H -2.86031 -3.40581 3.63524
H -0.97709 -1.99403 2.55556
C -1.91131 -1.22717 -6.21586
N -1.41592 -0.63528 -5.00323
C -0.84485 0.58584 -4.87579
C -0.52345 0.73329 -3.54802
N -0.88784 -0.39355 -2.88206
C -1.42659 -1.20122 -3.78812
H -1.85681 -0.50852 -7.03095
H -2.94880 -1.53980 -6.09444
H -1.31836 -2.10327 -6.48242
H -0.70906 1.26084 -5.69814
H -0.05385 1.56511 -3.06590
H -1.83108 -2.17413 -3.58705
N -4.72260 5.79919 1.17986
C -4.18746 4.82140 0.93351
C -3.50801 3.61602 0.60284
C -2.18093 3.65092 0.16740
C -1.56306 2.45964 -0.16790
N -2.17905 1.28373 -0.07017
C -3.44426 1.24307 0.33944
C -4.15034 2.38116 0.69177
H -1.65544 4.58961 0.08847
H -0.54809 2.43794 -0.53955
H -3.92427 0.27628 0.37396
H -5.17722 2.30799 1.01822
*
```

Mulliken population analysis, charges in e, atoms 1 to 5: number 1, Ir, carries 3.57; number 2, C, carries -0.62; number 3, N, carries 0.45; number 4, C, carries -0.71; number 5, P, carries -0.08

---

Max |F| for every record listed, in sequence, given in eV/A: 5.5, 0.5, 6.3.